No. 1
Molecular formula: C27H50AgFN2O12
Method: DFT, the ωB97M-V functional and the def2-TZVPD basis

Atoms and positions in Å:
Ag -1.5078 -6.1692 -1.6407
C -0.1227 -0.3102 -8.0667
C -0.4141 1.1141 -7.5133
C -0.8563 2.0970 -8.6562
O -2.1595 1.6190 -9.1399
C -2.7359 2.6081 -10.0131
N -1.4576 1.0261 -6.3503
H -1.6643 1.9158 -5.9192
H -2.3294 0.5952 -6.6229
H -1.1621 0.3626 -5.6484
H 0.2165 -0.9700 -7.2682
H 0.6249 -0.2822 -8.8595
H -1.0312 -0.8151 -8.3949
H 0.5086 1.4641 -7.0506
H -0.2384 2.3292 -9.5236
H -1.0823 3.0490 -8.1758
H -2.7041 3.6604 -9.7308
H -3.7642 2.2526 -10.0792
H -2.2090 2.6581 -10.9660
C -7.9556 -0.0681 1.3905
C -8.1671 -1.1045 0.2846
C -9.3709 -2.1025 0.5181
O -10.5758 -1.3291 0.6812
C -11.7535 -2.1315 0.8405
N -8.4106 -0.3128 -0.9805
H -8.0936 -0.9137 -1.7278
H -9.3900 -0.0802 -1.0634
H -7.9274 0.5725 -1.0335
H -7.8329 -0.5586 2.3561
H -8.8058 0.6090 1.4727
H -7.0585 0.5221 1.2034
H -7.2360 -1.6079 0.0244
H -9.1519 -2.7201 1.3892
H -9.4978 -2.7143 -0.3750
H -11.6932 -2.7072 1.7642
H -11.8564 -2.7873 -0.0240
H -12.6733 -1.5679 0.9961
C 0.3251 -1.0516 1.1246
O -0.0663 -1.8829 0.0650
H -0.3959 -0.8694 1.9215
H 1.1876 -1.4717 1.6421
H 0.5957 -0.0213 0.8935
C 1.9080 8.2046 0.0606
C 2.9753 7.6313 -0.8581
C 3.2465 6.1283 -0.7204
O 3.5532 5.7795 -2.0709
C 3.2085 6.8107 -2.9149
O 3.1487 6.6802 -4.1282
O 2.7256 7.8256 -2.1933
H 2.3246 8.1656 1.0671
H 0.9911 7.6170 0.0144
H 1.6486 9.2543 -0.0767
H 3.9148 8.1558 -0.6841
H 2.4845 5.6700 -0.0901
H 4.1615 6.0233 -0.1374
C 6.5649 -2.1200 -2.6514
C 7.4993 -1.3957 -1.7207
C 7.4209 -1.7896 -0.2313
O 8.6845 -2.3237 -0.0095
C 9.4735 -2.3460 -1.0683
O 10.6516 -2.7906 -1.0575
O 8.8428 -1.8085 -2.0907
H 5.5197 -1.8580 -2.4873
H 6.7296 -3.1974 -2.6533
H 6.8091 -1.8085 -3.6670
H 7.3270 -0.3404 -1.9323
H 6.7718 -2.6581 -0.1190
H 7.0520 -0.9487 0.3559
C 1.6593 -9.8791 6.9453
C 2.5767 -8.7943 6.3320
C 3.8136 -9.3553 5.7234
O 3.9028 -8.6973 4.5092
C 2.6742 -8.1731 4.2243
O 2.2135 -7.8565 3.1471
O 1.9200 -8.1512 5.3325
H 1.0979 -10.2202 6.0755
H 0.9081 -9.4962 7.6361
H 2.1465 -10.7061 7.4618
H 2.8831 -8.0907 7.1060
H 3.6729 -10.3815 5.3842
H 4.7034 -9.2623 6.3461
F 0.9299 6.0515 9.9627
C 1.3514 5.4616 8.8505
C 0.4914 5.6605 7.7024
C 0.8310 4.9846 6.5169
C 2.0302 4.1965 6.4888
C 2.8223 4.1080 7.5967
C 2.5191 4.7305 8.7799
H -0.3228 6.3271 7.9454
H 0.2377 5.1549 5.6307
H 2.2259 3.6936 5.5533
H 3.7587 3.5866 7.4633
H 3.2088 4.6416 9.6062

Properties
<S²> = 0.75
net charge = +3
spin multiplicity = 2
orbital gap (spin up / spin down) = 1.8 / 1.8 eV


No. 2
Molecular formula: C27H50BBeN3OP2
Method: DFT, the ωB97M-V functional and the def2-TZVPD basis

Atoms and positions in Å:
Be -0.9046 -0.1686 -0.5093
C 0.9825 4.6755 3.0563
C 1.5336 3.5810 2.1478
C 2.7590 4.0976 1.3887
C 1.9885 2.4009 3.0206
P 0.3629 2.7697 0.8614
C -1.0724 2.2001 1.9616
N -0.7850 0.8235 2.2642
B -0.4584 -0.1765 1.2752
N 0.1454 -1.2236 2.0562
C 0.8659 -2.3822 1.5930
P 1.6537 -2.0062 -0.0791
C 3.5095 -2.1363 0.4034
C 4.3284 -1.9715 -0.8782
C 3.7011 -0.8759 1.2562
C 4.0073 -3.3534 1.1820
C 1.1353 -3.5168 -1.1327
C 1.7126 -4.8646 -0.7166
C 1.5260 -3.1810 -2.5759
C -0.3950 -3.5631 -1.0649
C 0.0576 -0.9308 3.3966
C 0.4130 -1.6552 4.5199
C 0.1162 -1.1230 5.7673
C -0.5139 0.1043 5.8933
C -0.8366 0.8606 4.7766
C -0.5432 0.3455 3.5259
C -0.3664 4.1135 -0.3156
C -0.4246 5.5561 0.1715
C -1.7668 3.6778 -0.7513
C 0.5582 4.0190 -1.5361
H 1.6956 4.8652 3.8590
H 0.0422 4.3764 3.5134
H 0.8276 5.6071 2.5249
H 3.5644 4.3322 2.0855
H 2.5368 5.0006 0.8250
H 3.1230 3.3391 0.6978
H 2.9230 2.6449 3.5276
H 2.1585 1.5104 2.4178
H 1.2519 2.1583 3.7823
H -2.0038 2.2632 1.3958
H -1.1682 2.7898 2.8748
H 0.2095 -3.2567 1.5211
H 1.6546 -2.6115 2.3167
H 3.8905 -1.1950 -1.5040
H 4.3672 -2.8969 -1.4482
H 5.3523 -1.6839 -0.6398
H 3.2949 -0.0089 0.7382
H 4.7591 -0.6994 1.4422
H 3.2016 -0.9613 2.2176
H 4.1378 -4.2210 0.5415
H 3.3390 -3.6272 1.9956
H 4.9783 -3.1196 1.6199
H 2.7631 -4.9405 -0.9892
H 1.1788 -5.6671 -1.2274
H 1.6086 -5.0228 0.3533
H 2.5991 -3.2504 -2.7338
H 1.2150 -2.1658 -2.8197
H 1.0424 -3.8652 -3.2736
H -0.7421 -3.9790 -0.1250
H -0.7896 -4.1840 -1.8730
H -0.8146 -2.5616 -1.1552
H 0.9021 -2.6174 4.4504
H 0.3708 -1.6845 6.6540
H -0.7571 0.4815 6.8764
H -1.3215 1.8209 4.8951
H -1.0337 5.6436 1.0673
H -0.8697 6.1831 -0.6037
H 0.5725 5.9378 0.3725
H -2.4952 3.8397 0.0412
H -1.7743 2.6212 -1.0214
H -2.0830 4.2568 -1.6211
H 1.5889 4.2384 -1.2608
H 0.2509 4.7125 -2.3203
H 0.5282 3.0073 -1.9359
N -0.0844 0.6304 -4.0256
C -0.6180 0.2346 -2.8590
O 0.0316 0.3159 -1.8193
C -2.0040 -0.3220 -2.8644
C -2.4770 -0.4191 -1.4128
H 0.8504 1.0047 -4.0525
H -0.5900 0.5510 -4.8910
H -1.9443 -1.3178 -3.3117
H -2.6472 0.2808 -3.5151
H -3.0659 -1.3305 -1.3088
H -3.2061 0.3801 -1.2371

Properties
spin multiplicity = 1
orbital gap = 7.1 eV


No. 3
Molecular formula: C27H50BN6O4PSSi2SnTe
Method: DFT, the ωB97M-V functional and the def2-TZVPD basis

Atoms and positions in Å:
Sn 1.6680 0.7455 0.8459
B -0.7764 3.4989 -0.1439
N -0.7207 2.9466 1.3113
C -1.5612 3.3884 2.2429
C -1.1710 2.9057 3.4757
C -0.0489 2.1483 3.1937
N 0.2317 2.1788 1.8795
N 0.0933 2.6553 -1.1250
C 0.2722 3.0695 -2.3771
C 0.7404 2.0203 -3.1441
C 0.8424 0.9780 -2.2459
N 0.4688 1.3565 -1.0143
H -0.3669 4.6351 -0.1856
H -1.9432 3.4316 -0.4805
H -2.3794 4.0283 1.9601
H -1.6327 3.0734 4.4315
H 0.5537 1.5866 3.8731
H -0.0016 4.0752 -2.6472
H 0.9431 2.0111 -4.1996
H 1.1299 -0.0353 -2.4421
C -3.3561 -3.2009 -2.6962
C -3.1942 -1.8730 -3.4251
C -1.8161 -1.2515 -3.2373
N -1.5389 -0.9574 -1.8280
C -2.1227 -0.1455 -0.9561
S -1.8352 -0.2924 0.6967
N -3.0255 0.8272 -1.3506
C -3.0421 1.6633 -2.4622
O -2.2599 1.5934 -3.3803
C -4.1136 2.7094 -2.4087
C -3.8981 3.8706 -3.1417
C -4.8400 4.8848 -3.1226
C -6.0067 4.7366 -2.3828
C -6.2317 3.5709 -1.6647
C -5.2833 2.5587 -1.6731
H -4.3399 -3.6351 -2.8717
H -3.2389 -3.0770 -1.6182
H -2.6090 -3.9239 -3.0317
H -3.9503 -1.1631 -3.0786
H -3.3599 -1.9996 -4.4975
H -1.7004 -0.3544 -3.8361
H -1.0408 -1.9624 -3.5282
H -0.8495 -1.5478 -1.3830
H -3.4703 1.2228 -0.5317
H -2.9851 3.9623 -3.7139
H -4.6657 5.7926 -3.6843
H -6.7429 5.5290 -2.3689
H -7.1458 3.4472 -1.0999
H -5.4789 1.6451 -1.1251
C 3.8366 -0.0114 -3.1747
O 3.8558 -1.1091 -2.2494
P 2.6916 -1.4399 -1.1960
O 1.6533 -2.3402 -2.0410
C 2.0742 -3.5157 -2.7542
O 3.4843 -2.5827 -0.3755
C 4.6844 -2.1674 0.2946
H 4.7828 -0.0551 -3.7065
H 3.7376 0.9306 -2.6375
H 3.0209 -0.1278 -3.8885
H 1.4618 -3.5871 -3.6502
H 1.9115 -4.3877 -2.1224
H 3.1253 -3.4481 -3.0287
H 5.0334 -3.0215 0.8688
H 4.4796 -1.3261 0.9545
H 5.4364 -1.8657 -0.4318
Te 3.8305 2.0469 0.2179
C 2.0132 -3.6709 3.0884
Si 0.7640 -2.4849 2.3687
C -0.7437 -2.4954 3.4722
C 0.2126 -3.3186 0.7999
C 1.3628 -0.6607 2.4148
Si 2.6451 -0.3259 3.8187
C 3.3971 1.3865 3.8723
C 1.7404 -0.5807 5.4428
C 4.1463 -1.4399 3.8777
H 1.6316 -4.6812 2.9221
H 2.1400 -3.5393 4.1631
H 2.9948 -3.6049 2.6202
H -1.0961 -3.5207 3.6136
H -1.5525 -1.9284 3.0063
H -0.5591 -2.0668 4.4561
H -0.1687 -4.2963 1.1085
H 1.0210 -3.4931 0.1013
H -0.5943 -2.7751 0.3139
H 0.4435 -0.1923 2.7816
H 2.7583 2.2297 3.6250
H 4.2564 1.4531 3.2069
H 3.7452 1.5230 4.9020
H 1.0651 0.2434 5.6807
H 2.4783 -0.6386 6.2472
H 1.1580 -1.5002 5.4638
H 4.6111 -1.6228 2.9116
H 3.9473 -2.4023 4.3409
H 4.8824 -0.9161 4.4930

Properties
relative energy (zero: lowest compared OMol25 entry of this formula, charge and spin) = 0.0 kcal per mole
spin multiplicity = 1
orbital gap = 6.9 eV


No. 4
Molecular formula: C27H50CoGeN4O4PSi3
Method: DFT, the ωB97M-V functional and the def2-TZVPD basis

Atoms and positions in Å:
Co -0.8419 -0.9100 0.6760
N -1.8921 -1.9461 -0.6574
C -1.1512 -3.1372 -1.1074
C -0.3530 -3.6624 0.0554
O 0.0789 -4.7806 0.1365
N -0.2075 -2.6840 1.0550
C -0.3437 -3.1328 2.3352
C -2.0932 -2.7314 2.5926
O -2.6689 -3.5755 3.1993
O -2.3276 -1.6282 2.0520
H -2.6617 -2.2199 -0.0457
H -2.3042 -1.4912 -1.4636
H -0.4547 -2.8407 -1.8850
H -1.7967 -3.9205 -1.5043
H 0.0662 -2.5042 3.1235
H -0.2370 -4.1995 2.5023
C 0.9252 3.2321 -1.0357
Si 2.0499 1.7194 -1.2996
C 3.4779 1.7815 -0.0816
C 2.8429 2.0548 -2.9652
Ge 0.7383 -0.3447 -1.1753
Si -0.2898 -0.0027 -3.3704
C 1.0003 -0.3512 -4.6768
C -0.8689 1.7746 -3.6310
C -1.7658 -1.0945 -3.8378
Si 2.4074 -2.1015 -1.6071
C 3.8384 -1.3171 -2.5161
C 1.7670 -3.4619 -2.7482
C 3.0980 -2.9340 -0.0792
H 1.2166 3.8149 -0.1597
H -0.1299 2.9720 -0.9273
H 1.0024 3.9025 -1.8955
H 3.8383 2.8126 -0.0142
H 4.3141 1.1714 -0.4344
H 3.2338 1.4466 0.9215
H 3.5676 2.8515 -2.7676
H 2.1192 2.4373 -3.6871
H 3.3878 1.2318 -3.4205
H 1.9488 0.1451 -4.4874
H 0.6171 0.0230 -5.6314
H 1.1924 -1.4198 -4.7905
H -0.0957 2.3474 -4.1493
H -1.0996 2.3201 -2.7187
H -1.7580 1.7815 -4.2689
H -1.6338 -2.1518 -3.6120
H -1.9069 -1.0254 -4.9202
H -2.7116 -0.7565 -3.3978
H 3.5101 -0.7652 -3.3944
H 4.4907 -2.1231 -2.8655
H 4.4372 -0.6532 -1.8889
H 1.0383 -3.1101 -3.4820
H 1.3332 -4.2958 -2.1928
H 2.6109 -3.8685 -3.3125
H 3.8173 -2.3016 0.4456
H 3.6294 -3.8362 -0.3970
H 2.3297 -3.2458 0.6269
C 2.1068 -0.6362 2.2733
P 0.4356 0.0797 2.3077
C 0.6370 1.8698 2.0375
C 0.0447 0.0751 4.0967
C -1.1058 -0.4596 4.6698
C -1.2951 -0.4156 6.0469
C -0.3411 0.1659 6.8632
C 0.8015 0.7225 6.3011
C 0.9916 0.6813 4.9314
H 2.7931 -0.0524 2.8858
H 2.4645 -0.6724 1.2472
H 2.0823 -1.6543 2.6594
H 1.6525 2.1916 2.2558
H -0.0417 2.4142 2.6932
H 0.3969 2.1161 1.0102
H -1.8801 -0.8813 4.0503
H -2.1959 -0.8363 6.4744
H -0.4860 0.1946 7.9352
H 1.5448 1.1921 6.9319
H 1.8868 1.1281 4.5160
N -5.4645 4.2601 -0.6836
C -4.5195 4.1609 0.2791
O -4.2795 5.0222 1.0950
C -3.7135 2.8820 0.2995
C -3.2780 2.4087 1.5283
C -2.4666 1.2981 1.5685
N -2.0458 0.6539 0.4635
C -2.4862 1.1067 -0.7135
C -3.3195 2.2041 -0.8405
H -6.0371 5.0885 -0.6960
H -5.7447 3.4744 -1.2416
H -3.5677 2.9126 2.4398
H -2.1615 0.8814 2.5176
H -2.1306 0.5946 -1.5927
H -3.6096 2.5338 -1.8294

Properties
<S²> = 0.78
relative energy (zero: lowest compared OMol25 entry of this formula, charge and spin) = 54.4 kcal per mole
net charge = +1
spin multiplicity = 2
orbital gap (spin up / spin down) = 7.6 / 6.4 eV


Computed DFT total energy (a.u.) in order:
-2316.85516 -2020.72705 -3514.18986 -6248.24993